A single C16H24O5 molecule in a non-equilibrium geometry, computed with wB97M-V/def2-TZVPD.

Properties
**Energy relative to the best compared isomer or geometry (same formula, charge and spin)**: 29.2 kcal/mol
**Charge**: 0
**E**: -27216.8301 eV
**Structure (SMILES)**: COC(C[C@H]1O[C@H]1[C@@H](O)[C@@H](C)OCc1ccccc1)OC
**HOMO energy**: -0.346 hartree
**LUMO**: 0.84 eV
**Max |F|**: 1.536 eV/Å
**Orbital gap**: 10.25 eV

Cartesian coordinates (Å):
C (-4.76926, -2.03988, -0.62032)
O (-5.08229, -1.14421, 0.43469)
C (-4.74195, 0.19416, 0.20434)
C (-3.25646, 0.42569, -0.10955)
C (-2.36340, -0.33552, 0.84467)
O (-1.50373, -1.31414, 0.32219)
C (-0.90654, -0.16539, 0.85281)
C (-0.20010, 0.78618, -0.10092)
O (-0.25026, 2.10192, 0.38770)
C (1.26430, 0.33125, -0.29062)
C (1.93486, 1.12192, -1.41164)
O (1.89875, 0.54657, 0.96456)
C (2.84180, -0.43325, 1.34974)
C (4.11267, -0.39833, 0.53803)
C (4.91295, 0.73832, 0.56293)
C (6.06666, 0.79926, -0.19644)
C (6.43574, -0.27826, -0.98532)
C (5.64504, -1.41368, -1.01351)
C (4.48630, -1.47224, -0.25756)
O (-5.46640, 0.75666, -0.85558)
C (-6.85198, 0.86544, -0.60782)
H (-5.07831, -1.62742, -1.58445)
H (-5.33064, -2.94919, -0.41387)
H (-3.70034, -2.26769, -0.64022)
H (-5.00893, 0.69048, 1.15469)
H (-3.05746, 1.49581, -0.04174)
H (-3.06866, 0.10727, -1.13523)
H (-2.84178, -0.62022, 1.77940)
H (-0.37848, -0.31583, 1.79340)
H (-0.71336, 0.78606, -1.06605)
H (0.41399, 2.16405, 1.08729)
H (1.26510, -0.74051, -0.53082)
H (1.44175, 0.90887, -2.35595)
H (1.85494, 2.18560, -1.20190)
H (2.98501, 0.85444, -1.49137)
H (2.38738, -1.43328, 1.29574)
H (3.06313, -0.20261, 2.39719)
H (4.61578, 1.57727, 1.17489)
H (6.68086, 1.68736, -0.17237)
H (7.33787, -0.23205, -1.57714)
H (5.92820, -2.25560, -1.62792)
H (3.86947, -2.35954, -0.28528)
H (-7.29363, 1.26443, -1.51818)
H (-7.04235, 1.54825, 0.22819)
H (-7.29080, -0.10948, -0.37674)